[1]
Entry from the OMol25 dataset: 2 unconnected molecules or ions with the total composition C5H11ClN in a non-equilibrium geometry (the ωB97M-V functional and the def2-TZVPD basis).

Last columns: bonded neighbours and bond lengths (Å).
Atoms and positions in Å:
1 C 0.09 -0.51 -2.84  C2 1.276, H8 1.031, H9 1.070
2 C 0.52 -1.29 -1.93  C1 1.276, Cl7 1.546
3 C 1.31 0.36 0.94  N6 1.449, H10 1.147, H11 1.070, H12 1.076
4 C -0.84 -0.72 1.50  N6 1.406, H13 1.060, H14 1.115, H15 1.148
5 C -0.79 1.33 0.28  N6 1.412, H16 1.063, H17 1.102, H18 1.100
6 N -0.11 0.16 0.68  C3 1.449, C4 1.406, C5 1.412
7 Cl 1.46 -2.36 -1.31  C2 1.546
8 H 0.39 -0.49 -3.83  C1 1.031
9 H -0.76 0.09 -2.62  C1 1.070
10 H 1.65 -0.54 1.57  C3 1.147
11 H 1.84 0.86 0.16  C3 1.070
12 H 1.32 1.11 1.71  C3 1.076
13 H -0.91 -0.33 2.48  C4 1.060
14 H -1.84 -0.80 1.01  C4 1.115
15 H -0.40 -1.78 1.56  C4 1.148
16 H -0.72 2.20 0.90  C5 1.063
17 H -0.43 1.79 -0.65  C5 1.102
18 H -1.80 0.91 0.38  C5 1.100

Results
frontier orbital gap (alpha / beta) = 5.33 / 8.05 eV
largest force on an atom = 3.51 eV Å⁻¹
HOMO (alpha / beta) = -12.15 / -13.62 eV
charge = +1

Results of the natural (NBO) charge analysis, in e, for atoms 1 through 2: C -0.4725; C 0.1202

=====

[2]
Entry from the OMol25 dataset: a single C5H11ClNO3P molecule in a non-equilibrium geometry (the ωB97M-V functional and the def2-TZVPD basis).

Last columns: bonded neighbours and bond lengths (Å).
Atoms and positions in Å:
1 N 3.28 0.29 0.62  C2 1.515, H12 1.031, H13 1.025
2 C 2.20 0.40 -0.43  N1 1.515, C3 1.602, H14 1.132, H15 1.149
3 C 0.88 -0.24 0.22  C2 1.602, C4 1.602, H16 1.146, H17 1.132
4 C 0.24 -1.42 -0.64  C3 1.602, C5 1.622, H18 1.137, H19 1.145
5 C -1.12 -1.84 0.13  C4 1.622, O6 1.449, H20 1.144, H21 1.135
6 O -2.24 -1.17 -0.50  C5 1.449, C7 1.404
7 C -2.68 -0.05 0.23  O6 1.404, O8 1.235, P9 1.927
8 O -2.97 -0.02 1.43  C7 1.235
9 P -2.91 1.60 -0.74  C7 1.927, O10 1.703, Cl11 2.131
10 O -1.36 2.22 -1.07  P9 1.703, H22 0.982
11 Cl -3.74 3.01 0.62  P9 2.131
12 H 2.83 0.61 1.49  N1 1.031
13 H 4.04 0.91 0.34  N1 1.025
14 H 2.49 -0.07 -1.42  C2 1.132
15 H 2.06 1.53 -0.61  C2 1.149
16 H 1.15 -0.70 1.24  C3 1.146
17 H 0.09 0.55 0.40  C3 1.132
18 H -0.08 -1.09 -1.68  C4 1.137
19 H 0.96 -2.31 -0.70  C4 1.145
20 H -1.02 -1.59 1.24  C5 1.144
21 H -1.19 -2.97 0.06  C5 1.135
22 H -0.91 2.35 -0.21  O10 0.982

Results
frontier orbital gap = 9.36 eV
SMILES string = NCCCCOC(=O)P(O)Cl
largest force on an atom = 3.28 eV Å⁻¹
HOMO = -9.42 eV

Results of the natural (NBO) charge analysis, in e, for atoms 1 through 2: N -0.8374; C -0.2243

=====

[3]
Entry from the OMol25 dataset: 2 unconnected molecules or ions with the total composition C5H11ClSi in a non-equilibrium geometry (the ωB97M-V functional and the def2-TZVPD basis).

Last columns: bonded neighbours and bond lengths (Å).
Atoms and positions in Å:
1 C 1.00 1.67 -1.77  C2 1.533, C3 1.539, H8 1.088, H9 1.088
2 C -0.45 1.40 -1.35  C1 1.533, C4 1.554, H10 1.088, H11 1.088
3 C 1.51 0.97 -0.49  C1 1.539, C4 1.535, H12 1.088, H13 1.087
4 C 0.06 0.86 0.01  C2 1.554, C3 1.535, C5 1.529, H16 1.092
5 C -0.51 -0.52 0.34  C4 1.529, H14 1.079, H15 1.081
6 Si -0.94 -2.95 2.38  Cl7 2.012, H17 1.450, H18 1.451
7 Cl -2.12 -2.35 3.89  Si6 2.012
8 H 1.31 1.21 -2.70  C1 1.088
9 H 1.24 2.73 -1.80  C1 1.088
10 H -1.11 2.26 -1.29  C2 1.088
11 H -0.93 0.63 -1.95  C2 1.088
12 H 1.97 0.00 -0.69  C3 1.088
13 H 2.17 1.56 0.13  C3 1.087
14 H -0.17 -1.29 -0.34  C5 1.079
15 H -1.58 -0.50 0.45  C5 1.081
16 H -0.16 1.55 0.83  C4 1.092
17 H -1.64 -3.83 1.47  Si6 1.450
18 H 0.34 -3.42 2.88  Si6 1.451

Results
frontier orbital gap (alpha / beta) = 7.99 / 7.66 eV
largest force on an atom = 2.02 eV Å⁻¹
HOMO (alpha / beta) = -8.31 / -7.49 eV

Results of the natural (NBO) charge analysis, in e, for atoms 1 through 2: C -0.4016; C -0.3889

=====

[4]
Entry from the OMol25 dataset: 2 unconnected molecules or ions with the total composition C5H11ClSi in a non-equilibrium geometry (the ωB97M-V functional and the def2-TZVPD basis).

Last columns: bonded neighbours and bond lengths (Å).
Atoms and positions in Å:
1 C -2.63 -0.49 -0.18  C2 1.494, C3 1.470, H8 1.139, H9 1.069
2 C -2.88 0.96 -0.45  C1 1.494, C3 1.450, H10 1.096, H11 1.116
3 C -1.59 0.37 -0.76  C1 1.470, C2 1.450, H12 1.048
4 C 2.12 -0.74 -1.19  Si6 1.963, H13 1.097, H14 1.111, H15 1.018
5 C 1.74 -0.17 1.97  Si6 1.924, H16 1.037, H17 1.103, H18 1.014
6 Si 2.00 0.62 0.23  C4 1.963, C5 1.924, Cl7 2.081
7 Cl 3.43 2.08 -0.13  Si6 2.081
8 H -2.61 -0.77 0.92  C1 1.139
9 H -3.18 -1.30 -0.62  C1 1.069
10 H -3.52 1.24 -1.30  C2 1.096
11 H -3.11 1.42 0.54  C2 1.116
12 H -1.08 0.44 -1.67  C3 1.048
13 H 3.06 -1.29 -1.34  C4 1.097
14 H 1.17 -1.31 -1.18  C4 1.111
15 H 2.07 -0.04 -1.93  C4 1.018
16 H 1.70 -1.20 1.86  C5 1.037
17 H 2.43 0.05 2.80  C5 1.103
18 H 0.88 0.15 2.40  C5 1.014

Results
frontier orbital gap (alpha / beta) = 8.11 / 7.30 eV
largest force on an atom = 3.49 eV Å⁻¹
HOMO (alpha / beta) = -8.37 / -7.17 eV

Results of the natural (NBO) charge analysis, in e, for atoms 1 through 2: C -0.4707; C -0.4796

=====

Looking at relative energy (zero: lowest compared OMol25 entry of this formula, charge and spin) for the records above, in order, we have 535.34 166.60 371.06 429.94 kJ/mol.
Looking at energy for the records above, in order, we have -19363.7774 -34806.3378 -25760.2250 -25759.6148 eV.